Entry 1:
77
Properties=species:S:1:pos:R:3:lowdin_charge:R:1 method="wB97M-V/def2-TZVPD" total_charge=+3 relative_energy_kj_mol=280.8 multiplicity=1 homo_ha=-0.554
Sn 0.05321 -1.04891 0.44958 1.70
O 0.45572 -2.42725 2.40316 -0.16
C 1.67568 -3.01160 2.78998 -0.12
C 2.72881 -2.60434 1.80739 -0.21
C 4.03932 -2.98760 2.04970 0.03
C 5.03409 -2.60601 1.17575 0.02
C 4.69876 -1.86308 0.05695 0.00
C 3.37782 -1.52949 -0.13923 -0.10
N 2.40228 -1.87824 0.72402 0.06
H -0.29561 -2.88096 2.80230 0.12
H 1.58914 -4.09992 2.81443 0.16
H 1.97663 -2.67113 3.78300 0.15
H 4.26186 -3.58246 2.92633 0.15
H 6.06265 -2.88518 1.36454 0.14
H 5.44654 -1.55079 -0.65775 0.13
H 3.06975 -0.98189 -1.00477 0.08
O -3.52733 3.42432 4.85314 -0.03
C -4.00002 2.11486 4.67479 -0.19
C -3.05052 1.37761 3.78139 -0.12
C -3.17528 0.00821 3.56144 0.05
C -2.28737 -0.60750 2.70793 -0.07
N -1.30365 0.06349 2.09350 0.03
C -1.14771 1.36586 2.31841 -0.17
C -2.01445 2.05465 3.14802 0.10
C -0.01236 2.01904 1.63545 -0.17
C 0.34217 3.33719 1.86046 0.10
C 1.38555 3.90541 1.13658 -0.12
C 1.75287 5.34123 1.38067 -0.18
O 1.44942 5.63792 2.72302 -0.03
C 2.06770 3.11030 0.22166 0.04
C 1.69606 1.78897 0.09254 -0.10
N 0.67123 1.26847 0.77476 0.02
H -4.06873 3.88948 5.49937 0.12
H -4.99000 2.10272 4.20038 0.15
H -4.09833 1.57426 5.62223 0.15
H -3.95452 -0.56772 4.04375 0.14
H -2.35672 -1.66518 2.49684 0.11
H -1.91389 3.11322 3.33055 0.13
H -0.15756 3.94405 2.60000 0.14
H 1.15373 5.95806 0.69725 0.15
H 2.80345 5.51269 1.13578 0.14
H 1.84550 6.47805 2.97732 0.12
H 2.88269 3.50363 -0.37136 0.14
H 2.22868 1.12211 -0.57147 0.09
Br -6.62512 -6.28866 -1.42134 0.88
C -5.21992 -5.17673 -0.97506 -0.68
C -5.41514 -3.78308 -0.99729 -0.09
C -4.36414 -2.96147 -0.66994 -0.02
C -3.12278 -3.52858 -0.34327 -0.14
C -2.94571 -4.91584 -0.26690 -0.01
C -3.98594 -5.74650 -0.60597 -0.09
C -1.95051 -2.62001 -0.08658 -0.58
O -1.64477 -1.77396 -0.95324 0.03
O -1.31709 -2.71059 0.98924 -0.07
H -6.37425 -3.37294 -1.28014 0.12
H -4.49034 -1.88706 -0.69117 0.12
H -1.99305 -5.33026 0.03550 0.13
H -3.86796 -6.82099 -0.58315 0.12
C 3.38687 1.16028 -5.25230 -0.06
C 1.98948 1.75360 -5.42706 -0.39
C 1.75109 2.93112 -4.48348 -0.07
C 0.88959 0.68446 -5.27843 -0.07
N 0.60793 0.35141 -3.87301 -0.06
C -0.41008 0.77472 -3.10721 -0.06
N -0.20957 0.34904 -1.88455 0.00
N 0.94961 -0.33776 -1.93583 -0.10
N 1.44518 -0.34431 -3.12045 0.13
H 4.13560 1.95140 -5.23107 0.09
H 3.63019 0.48854 -6.07620 0.09
H 3.46549 0.58997 -4.32546 0.06
H 1.89884 2.11748 -6.45230 0.15
H 1.95497 2.65349 -3.44317 0.06
H 0.72557 3.30414 -4.55132 0.08
H 2.41884 3.75221 -4.73849 0.09
H 1.18385 -0.23167 -5.78620 0.14
H -0.04622 1.04515 -5.70016 0.14
H -1.24780 1.35687 -3.45378 0.16


Entry 2:
130
Properties=species:S:1:pos:R:3:lowdin_charge:R:1 method="wB97M-V/def2-TZVPD" total_charge=+1 multiplicity=1 homo_ha=-0.441
C -3.38879 0.95349 0.97131 -0.15
C -2.32399 1.93144 0.36390 -0.23
C -1.42350 1.32711 -0.75834 -0.20
C -0.83190 -0.09589 -0.47289 -0.22
C 0.67832 -0.11808 -0.07580 -0.18
C 1.25685 -1.51274 -0.52943 -0.19
C 0.82632 -2.70768 0.38626 -0.18
C -0.46836 -3.49060 -0.02276 -0.09
N -0.38862 -4.09270 -1.42795 0.01
N -1.62177 -3.93913 -2.15288 0.08
B -0.15672 -5.62128 -1.35426 -0.55
O -0.77768 -6.52926 -2.19936 0.21
O 0.77282 -6.11631 -0.42076 0.16
H -3.41288 -0.02786 0.45516 0.05
H -3.05750 0.73049 2.01992 0.01
H -4.41069 1.36327 1.02357 0.06
H -2.89708 2.75564 -0.11749 0.06
H -1.73903 2.43240 1.16209 0.11
H -0.54871 2.00981 -0.85732 0.11
H -1.91175 1.34644 -1.75024 0.08
H -1.39052 -0.68674 0.27724 0.09
H -0.89623 -0.67051 -1.42546 0.07
H 0.71819 -0.04025 1.03028 0.12
H 1.25545 0.71551 -0.51391 0.11
H 2.36398 -1.44735 -0.45572 0.12
H 1.04041 -1.66373 -1.61140 0.10
H 0.75891 -2.38320 1.43784 0.10
H 1.65111 -3.45298 0.34249 0.10
H -1.40052 -2.90741 0.01770 0.12
H -0.57877 -4.31235 0.71727 0.10
H 0.37487 -3.66860 -1.96992 0.19
H -1.89271 -2.97353 -2.33908 0.00
H -2.37278 -4.43848 -1.69793 0.06
H -1.73669 -6.49515 -2.14814 0.11
H 0.31374 -6.31967 0.40059 0.07
C -3.69685 5.31766 -2.03392 -2.02
Cl -3.93121 6.70207 -3.11416 0.52
Cl -5.26632 4.77204 -1.41434 0.52
Cl -2.91907 3.99204 -2.92607 0.51
Cl -2.66296 5.79658 -0.67880 0.50
C -6.66349 5.06379 -5.94394 -2.02
Cl -5.39442 4.46865 -4.85965 0.47
Cl -6.84155 3.95323 -7.31368 0.52
Cl -8.19560 5.16291 -5.05944 0.53
Cl -6.22010 6.67201 -6.54028 0.53
C 1.23220 -3.99394 4.51511 -1.97
Cl -0.25521 -3.07824 4.79609 0.49
Cl 1.14800 -4.74558 2.91074 0.57
Cl 2.62794 -2.89798 4.58309 0.48
Cl 1.40856 -5.24928 5.74794 0.52
C 0.27535 8.18366 0.76340 -2.00
Cl 2.03400 8.18161 0.56672 0.51
Cl -0.50083 8.23841 -0.82853 0.51
Cl -0.22720 6.70922 1.61590 0.51
Cl -0.20357 9.60566 1.70547 0.47
C 0.64117 0.34906 7.65151 -2.00
Cl 1.79736 1.66343 7.91679 0.52
Cl 0.05290 -0.25180 9.21133 0.50
Cl -0.73103 0.94734 6.69868 0.52
Cl 1.43154 -0.97080 6.76887 0.47
C -2.17840 -3.69435 8.66440 -2.01
Cl -0.73352 -4.70692 8.82953 0.52
Cl -2.81616 -3.30729 10.27022 0.54
Cl -1.75159 -2.19407 7.82496 0.43
Cl -3.40920 -4.56616 7.73159 0.52
C -4.93239 -2.25506 -3.32252 -1.99
Cl -5.24818 -2.35157 -5.05604 0.53
Cl -6.23761 -1.37659 -2.51634 0.56
Cl -4.82950 -3.89888 -2.65450 0.55
Cl -3.39526 -1.39399 -3.05891 0.57
C 3.46307 2.79385 11.89720 -2.04
Cl 4.90689 1.77813 12.05022 0.52
Cl 2.84800 3.19412 13.50987 0.52
Cl 3.87928 4.28599 11.03616 0.52
Cl 2.21949 1.91774 10.98737 0.47
C 6.46418 -1.83634 5.00637 -2.04
Cl 7.81629 -0.82815 5.54275 0.54
Cl 4.94810 -1.18847 5.65952 0.48
Cl 6.38926 -1.83467 3.23490 0.51
Cl 6.69295 -3.49423 5.58625 0.53
C -3.25981 -4.86895 -7.76989 -2.02
Cl -4.57453 -3.84015 -8.36751 0.53
Cl -2.96758 -4.51963 -6.05508 0.47
Cl -3.70845 -6.57091 -7.95787 0.51
Cl -1.78235 -4.53862 -8.68672 0.50
C 4.94210 11.03343 1.33553 -2.01
Cl 5.49437 9.37294 1.04689 0.52
Cl 3.32656 11.00266 2.05776 0.49
Cl 6.06550 11.83702 2.44238 0.52
Cl 4.87214 11.90550 -0.21238 0.50
C 1.53726 -3.07003 -10.88865 -2.03
Cl 3.28866 -2.81573 -10.90567 0.50
Cl 0.95084 -3.33575 -12.53816 0.54
Cl 1.17420 -4.49159 -9.89287 0.49
Cl 0.74100 -1.64428 -10.19838 0.52
C 4.96667 -2.41602 -6.77464 -2.01
Cl 5.91481 -0.94338 -6.51220 0.54
Cl 4.21169 -2.88819 -5.24047 0.49
Cl 3.70616 -2.10637 -7.97799 0.49
Cl 6.04321 -3.70242 -7.38233 0.50
C -4.18379 -10.43451 -8.14243 -2.05
Cl -5.50148 -9.41207 -8.74268 0.51
Cl -3.89695 -10.08052 -6.42856 0.50
Cl -4.62632 -12.13869 -8.32760 0.53
Cl -2.71039 -10.10091 -9.06799 0.52
C 3.50805 -7.34577 -5.87891 -2.02
Cl 4.39233 -8.39277 -4.75581 0.53
Cl 2.05562 -6.71110 -5.07578 0.50
Cl 4.54321 -5.99590 -6.37461 0.47
Cl 3.02722 -8.28015 -7.30490 0.53
C -4.73669 -0.86348 4.32317 -2.01
Cl -3.21830 -1.54908 4.92134 0.47
Cl -4.47912 0.85288 3.97391 0.57
Cl -5.23213 -1.70600 2.84196 0.53
Cl -5.99581 -1.04338 5.55334 0.55
C 6.90651 15.79135 1.70432 -2.03
Cl 8.35735 14.87680 2.15276 0.51
Cl 6.04721 16.29089 3.17144 0.52
Cl 7.37651 17.22559 0.77616 0.52
Cl 5.84612 14.76809 0.72070 0.47
C 0.29665 13.53626 3.45547 -2.02
Cl -0.32318 11.87669 3.36602 0.47
Cl -1.06034 14.67225 3.53036 0.53
Cl 1.29660 13.71097 4.90670 0.53
Cl 1.27532 13.87543 2.01898 0.51
C 0.91177 -9.21647 4.09322 -2.03
Cl 1.51635 -10.86577 3.88248 0.54
Cl -0.72101 -9.26612 4.77744 0.53
Cl 1.98546 -8.32733 5.18656 0.50
Cl 0.86902 -8.40596 2.51293 0.50